9
Properties=species:S:1:pos:R:3 method="wB97M-V/def2-TZVPD" e_tot_ev=-56959.2932 total_charge=+4 homo_ev=-23.1
Cs 0.8334 -1.3336 3.0323
Cs 0.6445 2.9112 -1.9625
Ca -0.0642 -1.1501 -3.3171
Ca -2.2382 -1.7568 1.1247
S 0.1953 0.3439 0.2297
O -0.4788 -1.0480 0.4988
O 0.4746 0.2244 -1.2248
O -0.7390 1.4168 0.5481
O 1.3724 0.3922 1.0709